[1]
# C5H10O

An isolated molecule of C5H10O (ωB97M-V/def2-TZVPD, the Open Molecules 2025 dataset).

```
16
Properties=species:S:1:pos:R:3:forces:R:3
C -0.028 0.244 -1.705 -0.016 -0.052 0.262
C 0.072 -0.759 -0.522 -0.018 -0.308 0.002
C 1.366 -0.757 0.206 0.410 -0.082 0.001
C 0.142 -0.560 1.038 -0.568 0.022 -0.714
C -0.581 0.695 1.458 0.196 0.052 0.066
O -1.730 0.741 0.611 -0.670 0.932 0.459
H -1.022 0.364 -2.159 0.071 -0.138 0.464
H 0.372 1.250 -1.513 -0.123 -0.230 0.289
H 0.607 -0.153 -2.519 -0.163 0.019 0.390
H -0.439 -1.679 -0.775 0.536 -0.302 -0.107
H 1.854 -1.716 0.311 0.381 0.148 0.256
H 2.000 0.105 0.016 0.106 -0.196 -0.045
H -0.075 -1.411 1.707 -0.248 0.220 -0.893
H -0.969 0.632 2.485 0.350 -0.073 -0.190
H 0.043 1.599 1.400 -0.218 -0.111 -0.185
H -1.666 1.499 0.030 -0.026 0.098 -0.055
```
Positions in Å, forces in eV/Å.

As for the HOMO energy: -9.3 eV. Its spin multiplicity is 1. Its largest force on an atom is 1.24 eV/Å. Its energy above the lowest of the compared OMol25 structures with the same formula, charge and spin is 200.98 kJ/mol. Its SMILES is C[C@H]1C[C@H]1CO. The total energy is -7392.68237 eV. Its frontier orbital gap is 0.3787 Ha. For the LUMO energy, the calculation gives 0.038 Eh.

natural (NBO) atomic charge list, values in e, 4 entries: atom 1 (C): -0.6145, atom 2 (C): -0.2049, atom 3 (C): -0.4161, atom 4 (C): -0.2578

[2]
# C5H10O

An isolated molecule of C5H10O (ωB97M-V/def2-TZVPD, the Open Molecules 2025 dataset).

```
16
Properties=species:S:1:pos:R:3:forces:R:3
C -1.162 -2.831 0.715 0.324 -0.046 1.139
C -0.986 -1.530 -0.170 0.852 -3.245 0.148
C 0.069 -0.582 0.320 -0.765 0.548 -1.095
C 0.614 0.365 -0.444 0.178 1.673 -1.217
C 1.080 1.712 0.058 3.114 0.178 1.883
O 0.516 2.906 -0.502 -0.502 -1.403 -0.383
H -0.818 -3.803 0.270 -0.278 1.110 0.033
H -2.201 -2.977 1.042 0.196 0.043 -0.258
H -0.588 -2.739 1.669 -0.313 0.008 -0.619
H -1.982 -1.132 -0.366 0.375 0.590 0.159
H -0.644 -2.018 -1.082 -0.054 0.688 -0.674
H 0.333 -0.589 1.359 -0.523 0.374 0.694
H 0.771 0.383 -1.562 -1.171 -0.663 0.934
H 2.209 1.801 -0.104 -1.163 -0.171 0.086
H 0.965 1.789 1.166 -0.146 -0.106 -0.766
H 0.130 2.611 -1.336 -0.126 0.422 -0.064
```
Positions in Å, forces in eV/Å.

As for the HOMO energy: -9.2 eV. Its spin multiplicity is 1. Its largest force on an atom is 3.64 eV/Å. Its energy above the lowest of the compared OMol25 structures with the same formula, charge and spin is 203.78 kJ/mol. Its SMILES is CC/C=C/CO. The total energy is -7392.65327 eV. Its frontier orbital gap is 0.3719 Ha. For the LUMO energy, the calculation gives 0.035 Eh.

natural (NBO) atomic charge list, values in e, 4 entries: atom 1 (C): -0.6095, atom 2 (C): -0.4566, atom 3 (C): -0.1568, atom 4 (C): -0.2198

[3]
# C5H10O2

A cluster of 2 separate species, C5H10O2 in total (ωB97M-V/def2-TZVPD, the Open Molecules 2025 dataset).

```
17
Properties=species:S:1:pos:R:3:forces:R:3
C 0.237 -1.006 0.917 -0.260 1.137 -1.280
C 1.028 -0.088 1.549 1.281 0.846 0.548
C -1.326 -1.838 -2.481 0.264 1.325 1.257
O -0.951 -2.867 -3.388 0.194 -0.905 -0.325
C -0.719 -1.961 -1.119 -0.225 0.065 -1.341
C -0.068 -0.907 -0.500 0.342 -1.272 2.766
H -0.255 -1.705 1.588 -0.109 -0.462 -0.485
H 1.578 0.672 0.990 -0.178 -0.104 -0.161
H 1.407 -0.164 2.563 -0.392 -0.253 0.156
H -1.047 -0.806 -2.777 0.113 -0.477 -0.477
H -2.422 -1.800 -2.469 -0.316 -0.334 0.042
H -0.663 -2.545 -4.241 0.020 0.440 -0.094
H -0.810 -2.872 -0.542 -0.435 -0.129 -0.062
H 0.410 -0.052 -0.962 -0.298 0.126 -0.528
H 1.740 5.475 3.871 0.251 -0.428 0.210
H 0.519 6.356 3.722 0.184 -0.071 -0.200
O 1.343 6.109 3.280 -0.436 0.496 -0.026
```
Positions in Å, forces in eV/Å.

As for the HOMO energy (alpha / beta): 0.4 / -2.8 eV. Its spin multiplicity is 2. Its largest force on an atom is 3.06 eV/Å. Its energy above the lowest of the compared OMol25 structures with the same formula, charge and spin is 107.31 kJ/mol. The total energy is -9439.42038 eV. As for the net charge: -1. Its frontier orbital gap (alpha / beta) is 0.0897 / 0.2060 Ha. For the LUMO energy (alpha / beta), the calculation gives 0.105 / 0.103 Eh.

natural (NBO) atomic charge list, values in e, 4 entries: atom 1 (C): -0.2712, atom 2 (C): -0.6365, atom 3 (C): -0.1235, atom 4 (O): -0.7822